Here is a structure of composition C19H13ClIN4OPt from OMol25. Energies are from ωB97M-V with the def2-TZVPD basis set.

The geometry in XYZ format:
```
40
C19H13ClIN4OPt ωB97M-V with the def2-TZVPD basis set
Pt 0.69 0.23 -0.10
N 1.42 0.08 -3.27
C 2.24 0.92 -2.55
C 3.32 1.55 -3.19
C 4.13 2.39 -2.46
C 3.87 2.61 -1.10
C 2.81 1.96 -0.55
N 2.01 1.12 -1.26
C 0.23 -0.51 -2.94
C -0.49 -1.14 -3.97
C -1.70 -1.71 -3.72
C -2.22 -1.67 -2.42
C -1.48 -1.06 -1.45
N -0.26 -0.50 -1.69
H 1.68 -0.02 -4.24
H 3.50 1.37 -4.24
H 4.96 2.89 -2.95
H 4.48 3.27 -0.51
H 2.55 2.09 0.50
H -0.07 -1.14 -4.97
H -2.25 -2.19 -4.52
H -3.18 -2.10 -2.17
H -1.83 -1.00 -0.43
Cl -2.98 -1.09 5.82
C -2.38 -0.21 4.55
C -2.69 1.15 4.50
C -2.22 1.93 3.47
I -2.64 3.89 3.34
C -1.35 1.32 2.39
O -0.92 1.99 1.49
C -1.06 -0.15 2.47
N -0.30 -0.71 1.51
C -0.02 -2.03 1.61
C -0.48 -2.82 2.64
C -1.26 -2.25 3.62
C -1.56 -0.89 3.54
H -3.31 1.58 5.28
H 0.60 -2.45 0.83
H -0.21 -3.87 2.67
H -1.64 -2.85 4.44
```

The charge is +3. As for the HOMO energy: -17.270 eV. The multiplicity is 1.

Here is a cluster of 3 separate species, C7H15NO2 in total at a distorted geometry from OMol25. Energies are from ωB97M-V with the def2-TZVPD basis set.

The geometry in XYZ format:
```
25
C7H15NO2 ωB97M-V with the def2-TZVPD basis set
C -0.96 2.29 0.28
C -1.27 1.12 1.23
C 0.01 0.47 1.68
C 0.81 -0.19 0.53
C 1.69 -1.28 0.81
C 1.79 -2.06 -0.31
N 1.03 -1.47 -1.27
C 0.39 -0.35 -0.79
H -1.47 3.24 0.45
H -1.04 2.01 -0.76
H 0.05 2.67 0.48
H -1.80 1.55 2.09
H -1.95 0.40 0.78
H 0.73 1.18 2.11
H -0.05 -0.35 2.40
H 2.00 -1.45 1.83
H 2.25 -3.02 -0.48
H 0.93 -1.79 -2.21
H -0.14 0.22 -1.54
O -0.04 1.13 -3.21
H -0.70 1.74 -3.53
H 0.71 1.67 -2.95
O -1.36 -2.63 0.82
H -0.70 -3.31 0.73
H -0.91 -1.78 0.84
```

As for the SMILES: CCCc1cc[nH]c1.O.O. As for the HOMO energy: -8.190 eV. The multiplicity is 1.

Here is the ion C10H17N4O4S with charge -1 at a distorted geometry from OMol25. Energies are from ωB97M-V with the def2-TZVPD basis set.

The geometry in XYZ format:
```
36
C10H17N4O4S ωB97M-V with the def2-TZVPD basis set
C -2.11 2.32 3.53
N -1.44 1.42 2.54
C -1.28 0.07 2.73
O -1.78 -0.57 3.65
C -0.48 -0.74 1.65
C -0.94 -2.20 1.41
C -0.07 -2.98 0.35
N -0.11 -2.72 -0.92
O 0.87 -3.69 0.77
N -0.40 -0.04 0.46
C 0.45 0.98 0.25
O 1.12 1.58 1.10
C 0.51 1.40 -1.20
C -0.76 1.80 -1.96
S -1.62 0.23 -2.34
N 1.20 0.58 -2.20
C 2.49 0.24 -2.21
C 2.91 -0.81 -3.10
O 3.34 0.83 -1.43
H -1.63 2.26 4.53
H -2.15 3.37 3.16
H -3.08 1.89 3.53
H -0.79 1.83 1.76
H 0.54 -0.76 2.02
H -0.92 -2.67 2.40
H -1.95 -2.25 1.01
H -0.69 -1.90 -1.26
H 0.63 -3.08 -1.52
H -0.90 -0.35 -0.39
H 1.21 2.31 -1.20
H -1.48 2.40 -1.38
H -0.46 2.24 -2.96
H 0.61 0.14 -2.88
H 2.20 -1.55 -3.37
H 3.25 -0.14 -3.96
H 3.68 -1.43 -2.57
```

As for the SMILES: CNC(=O)[C@@H](CC(N)=O)NC(=O)[C@H](C[S-])NC(C)=O. The charge is -1. As for the HOMO energy: -4.407 eV. The multiplicity is 1.

Here is a cluster of 3 separate species, C13H35O3P in total from OMol25. Energies are from ωB97M-V with the def2-TZVPD basis set.

The geometry in XYZ format:
```
52
C13H35O3P ωB97M-V with the def2-TZVPD basis set
C -1.65 1.89 2.34
C -2.84 1.05 1.87
O -2.49 -0.10 1.13
C -1.75 -1.07 1.86
C -0.34 -1.22 1.29
C -0.42 -1.90 -0.08
C 0.89 -1.94 -0.90
C 1.97 -0.94 -0.51
P 1.58 0.88 -0.98
H -1.26 1.56 3.30
H -1.97 2.93 2.45
H -0.85 1.89 1.61
H -3.47 0.79 2.73
H -3.45 1.65 1.20
H -2.28 -2.02 1.78
H -1.72 -0.81 2.93
H 0.06 -0.21 1.19
H 0.30 -1.76 1.99
H -1.20 -1.43 -0.66
H -0.74 -2.93 0.09
H 1.32 -2.95 -0.86
H 0.65 -1.74 -1.95
H 2.21 -0.97 0.56
H 2.90 -1.20 -1.04
H 0.44 0.46 -1.74
H 2.81 1.03 -1.65
H 1.47 1.26 0.39
H 1.26 2.27 -1.34
C 5.42 3.73 1.53
C 4.55 2.49 1.49
C 5.16 1.33 2.26
O 4.29 2.11 0.14
H 6.39 3.53 1.07
H 4.96 4.54 0.98
H 5.59 4.06 2.56
H 3.57 2.72 1.91
H 6.13 1.05 1.82
H 4.52 0.45 2.21
H 5.33 1.59 3.30
H 5.13 1.89 -0.28
C -3.96 -1.00 -3.75
C -3.94 -2.33 -3.02
C -5.34 -2.85 -2.75
O -3.20 -2.23 -1.80
H -4.47 -0.24 -3.14
H -2.94 -0.65 -3.93
H -4.48 -1.08 -4.70
H -3.39 -3.06 -3.62
H -5.89 -2.15 -2.11
H -5.30 -3.81 -2.23
H -5.90 -2.98 -3.68
H -3.64 -1.58 -1.24
```

As for the SMILES: CCOCCCCC[PH4].CC(C)O.CC(C)O. As for the HOMO energy: -7.590 eV. The multiplicity is 1.